1.
Computed, not measured: 10 unconnected molecules or ions with the total composition C5H30NO10, with the ωB97M-V functional and the def2-TZVPD basis.

Summary:
Total charge   +1
Lowest unoccupied orbital energy   -2.41 eV
Frontier orbital gap   11.0 eV

Each line ends with the natural charge from an NBO analysis.
CARTESIAN COORDINATES (ANGSTROEM)
1 C -0.17819 2.06994 -0.91725  -0.113
2 O 0.75153 2.09843 0.18899  -0.778
3 C 0.32065 1.27712 -2.11709  -0.430
4 C -0.75047 0.46387 -2.85770  -0.434
5 C -1.57342 -0.46812 -2.03396  -0.149
6 C -2.79510 -0.08056 -1.72947  -0.065
7 N -3.78177 -0.69735 -0.80359  -0.749
8 H -1.04536 1.58638 -0.48276  0.181
9 H -0.20770 3.12307 -1.20826  0.193
10 H 1.64039 2.06842 -0.18466  0.504
11 H 0.70557 1.92920 -2.90495  0.228
12 H 1.21635 0.71449 -1.83283  0.222
13 H -1.38767 1.16637 -3.39909  0.217
14 H -0.25412 -0.09501 -3.65483  0.241
15 H -1.17009 -1.39718 -1.67328  0.247
16 H -3.29211 0.81656 -2.07184  0.203
17 H -3.35962 -1.51094 -0.27346  0.476
18 H -4.68691 -0.85523 -1.23982  0.426
19 H -3.91196 0.07110 -0.12067  0.472
20 H 2.83995 2.90174 1.49405  0.477
21 H 3.36962 1.55338 1.25838  0.474
22 O 3.34979 2.41596 0.82507  -0.935
23 H 4.25688 -2.03874 2.85063  0.482
24 H 4.10206 -2.31641 1.34800  0.516
25 O 3.86000 -1.67819 2.04945  -1.000
26 H 1.89536 -1.86378 -0.12941  0.492
27 H 1.00983 -2.88063 -0.77424  0.475
28 O 1.89595 -2.54386 -0.83078  -0.959
29 H -1.02897 3.37441 0.61065  0.503
30 H -2.03734 4.10563 1.61579  0.496
31 O -1.94946 3.54905 0.84305  -0.978
32 H -4.05908 1.64550 1.91677  0.505
33 H -3.19740 2.23470 0.61463  0.529
34 O -3.62985 1.48711 1.07742  -1.022
35 H 2.44834 -1.14736 2.83595  0.514
36 H 1.39256 -1.76560 3.90569  0.492
37 O 1.54458 -1.11506 3.21829  -1.002
38 H 4.47088 -2.88013 -0.64266  0.479
39 H 3.33629 -3.74897 -0.26957  0.504
40 O 4.21359 -3.49391 0.06863  -0.953
41 H -1.79369 -2.95773 0.83426  0.500
42 H -1.38833 -1.45856 0.65021  0.523
43 O -1.96766 -2.18279 0.29012  -1.006
44 H 0.61801 -0.95560 1.76688  0.519
45 H 0.07937 0.22299 0.95670  0.503
46 O 0.12872 -0.74370 0.93258  -1.022

***

2.
Computed, not measured: 11 unconnected molecules or ions with the total composition C5H30NO12, with the ωB97M-V functional and the def2-TZVPD basis.

Summary:
Total charge   -1
Lowest unoccupied orbital energy   2.47 eV
Frontier orbital gap   8.3 eV

Each line ends with the natural charge from an NBO analysis.
CARTESIAN COORDINATES (ANGSTROEM)
1 C -0.44150 -0.19712 0.26294  -0.233
2 N -0.08786 -0.38177 -1.13255  -0.701
3 C 0.53627 -1.58280 -1.57354  0.113
4 O 1.83807 -1.80070 -1.03927  -0.803
5 C -1.88474 -0.61335 0.66060  -0.451
6 C -1.99668 -0.45005 2.15328  -0.555
7 C -1.75854 -1.64485 3.02408  0.442
8 O -2.49991 -2.60388 2.99702  -0.534
9 H 0.24782 -0.80499 0.86961  0.147
10 H -0.44764 0.88021 0.42740  0.240
11 H 0.27476 0.48272 -1.51760  0.425
12 H -0.05868 -2.38026 -1.13086  0.137
13 H 0.51385 -1.59330 -2.66464  0.162
14 H -2.52574 0.04611 0.04663  0.259
15 H -2.22350 -1.52977 0.16746  0.216
16 H -2.88972 0.09844 2.48632  0.248
17 H -1.38040 0.39553 2.50714  0.242
18 H -0.94231 -1.65273 3.77055  0.104
19 H -2.90033 2.15793 -1.07250  0.491
20 H -3.71783 1.54706 -2.14964  0.464
21 O -3.52656 1.44594 -1.22718  -0.954
22 H 2.73110 0.61282 2.36730  0.461
23 H 1.82780 1.19496 1.44826  0.467
24 O 2.65782 1.43792 1.92184  -0.930
25 H 1.28827 2.57628 -1.20361  0.507
26 H 1.42135 2.61026 0.40524  0.420
27 O 0.72287 3.10685 -0.06260  -1.209
28 H -2.00567 4.19518 -2.04277  0.473
29 H -1.97534 4.56303 -0.61837  0.488
30 O -2.60002 4.23649 -1.29237  -0.953
31 H 1.22193 -4.16544 0.34862  0.472
32 H 0.12600 -4.08184 -0.76420  0.472
33 O 0.72248 -4.67023 -0.29291  -0.944
34 H 3.35069 -2.83202 2.11910  0.456
35 H 2.94319 -1.95901 1.04006  0.482
36 O 3.75054 -2.15951 1.54912  -0.942
37 H -1.38778 3.48494 2.09212  0.452
38 H -0.03739 2.92040 1.60786  0.511
39 O -0.57440 3.06487 2.42772  -0.995
40 H 4.58775 0.19332 -1.04768  0.470
41 H 2.55015 -1.22307 -1.32834  0.503
42 O 3.88365 0.24030 -1.73536  -0.981
43 H 2.55073 2.18067 -2.26405  0.464
44 H 3.12572 0.60477 -1.23440  0.506
45 O 1.75951 1.80134 -1.82097  -1.101
46 H -1.85715 -0.62300 -2.66214  0.493
47 H -1.61454 -1.36221 -3.95677  0.456
48 O -2.28485 -1.28001 -3.24170  -0.958

***

3.
Computed, not measured: 11 unconnected molecules or ions with the total composition C5H30NO12, with the ωB97M-V functional and the def2-TZVPD basis.

Summary:
Total charge   -1
Lowest unoccupied orbital energy   2.62 eV
Frontier orbital gap   9.0 eV

Each line ends with the natural charge from an NBO analysis.
CARTESIAN COORDINATES (ANGSTROEM)
1 C -2.17764 0.33786 -0.09605  -0.241
2 N -0.97240 -0.43256 -0.30819  -0.698
3 C 0.24537 -0.16807 0.30662  0.901
4 O 0.33790 0.74887 1.07497  -0.802
5 O 1.13247 -0.95921 -0.03147  -0.836
6 C -3.40800 -0.39509 -0.67184  -0.399
7 C -3.13430 -1.01426 -2.12149  -0.410
8 C -2.40719 -0.06829 -3.14427  -0.607
9 H -2.29589 1.41732 -0.40773  0.185
10 H -2.46473 0.51631 0.97545  0.206
11 H -1.07940 -1.22363 -0.81399  0.368
12 H -4.28204 0.25278 -0.66584  0.200
13 H -3.64314 -1.14306 0.05366  0.207
14 H -2.45849 -1.89572 -2.04000  0.189
15 H -4.06115 -1.39577 -2.40494  0.202
16 H -3.24281 0.66766 -3.58048  0.185
17 H -1.88148 -0.53212 -3.96418  0.230
18 H -1.69685 0.60001 -2.59749  0.193
19 H 3.26285 -2.14648 -0.79612  0.457
20 H 3.16458 -1.11253 0.18043  0.501
21 O 3.76257 -1.32107 -0.57994  -0.966
22 H -1.85004 -1.03489 2.62830  0.483
23 H -2.11033 0.07361 3.46433  0.448
24 O -2.45378 -0.68011 3.22676  -0.932
25 H 0.74272 -2.18963 2.59542  0.511
26 H -0.43373 -2.78023 1.78032  0.466
27 O -0.26221 -2.46995 2.69301  -0.980
28 H 0.32799 2.48623 1.54673  0.496
29 H 1.24787 3.29408 0.67214  0.461
30 O 0.74696 3.28622 1.43737  -0.964
31 H 0.55433 0.31223 -2.72659  0.484
32 H 1.39718 -0.08521 -3.89111  0.463
33 O 0.56940 0.30765 -3.76724  -0.946
34 H 1.57912 -0.46692 4.12919  0.466
35 H 2.50786 -0.12546 2.97766  0.499
36 O 2.22120 -0.83981 3.52874  -0.973
37 H 3.35592 2.27217 -2.26679  0.460
38 H 3.38483 2.08344 -0.77937  0.489
39 O 3.32672 2.73727 -1.51283  -0.948
40 H -0.49702 -4.49410 -0.96130  0.468
41 H -0.79560 -3.05222 -0.48186  0.476
42 O -1.18249 -3.98450 -0.57237  -0.945
43 H 1.84007 1.00594 1.73242  0.514
44 H 2.82189 2.38815 1.97389  0.497
45 O 2.74657 1.38104 2.03960  -1.061
46 H -1.37977 2.50444 -2.46069  0.466
47 H -0.28776 2.81864 -1.50103  0.467
48 O -0.89904 3.27611 -2.01797  -0.929

***

4.
Computed, not measured: 10 unconnected molecules or ions with the total composition C5H31N2O10, with the ωB97M-V functional and the def2-TZVPD basis.

Summary:
Total charge   -1
Lowest unoccupied orbital energy   2.94 eV
Frontier orbital gap   9.2 eV

Each line ends with the natural charge from an NBO analysis.
CARTESIAN COORDINATES (ANGSTROEM)
1 N 0.34516 3.85014 0.01665  -0.839
2 C -0.23936 2.52691 -0.19089  -0.054
3 C 0.24645 1.84173 -1.44318  -0.630
4 C -0.06080 1.58497 1.01562  -0.205
5 N -1.05986 0.52465 1.07494  -0.663
6 C -1.14081 -0.08051 2.41291  -0.263
7 C -0.13900 -1.16581 2.71909  -0.096
8 O -0.60254 -2.46157 2.30490  -0.796
9 H 1.36639 3.81118 0.03599  0.368
10 H 0.03429 4.21106 0.90788  0.346
11 H -1.30779 2.74352 -0.26212  0.178
12 H -0.28332 0.90916 -1.58839  0.220
13 H 0.23566 2.47439 -2.32814  0.213
14 H 1.27387 1.50412 -1.25752  0.213
15 H -0.16654 2.23772 1.89052  0.172
16 H 0.94102 1.14908 1.13691  0.148
17 H -0.84733 -0.22565 0.43157  0.382
18 H -2.14537 -0.49722 2.51910  0.217
19 H -1.14075 0.73737 3.14201  0.182
20 H 0.01390 -1.33086 3.78959  0.175
21 H 0.87696 -1.01463 2.33808  0.161
22 H -2.94901 -1.33126 -1.87482  0.484
23 H -3.92081 -0.14174 -2.05785  0.470
24 O -3.22931 -0.66512 -2.48850  -0.953
25 H -0.09674 -1.53656 -2.24539  0.521
26 H 1.33576 -2.20850 -2.05934  0.494
27 O 0.77946 -1.67614 -2.66386  -0.995
28 H -2.64552 -2.69643 1.49148  0.475
29 H -2.13835 -2.16193 0.18184  0.495
30 O -2.97376 -2.31448 0.67775  -1.002
31 H 3.81613 -0.22704 -1.46715  0.491
32 H 3.06385 -0.94433 -0.33460  0.503
33 O 3.78989 -0.26410 -0.49724  -1.028
34 H 0.98578 -2.07970 -0.03208  0.513
35 H 2.36103 -2.43088 0.79284  0.473
36 O 2.04720 -2.10411 -0.04854  -1.043
37 H -0.33607 -3.30487 -0.40436  0.454
38 H -0.53036 -2.47227 1.30275  0.496
39 O -0.41290 -2.33758 -0.38100  -1.222
40 H 3.62772 1.12434 0.49953  0.509
41 H 2.43718 1.39303 1.44257  0.447
42 O 3.11519 1.85953 0.94710  -0.991
43 H 2.25526 -0.86078 -3.04930  0.497
44 H 2.40834 0.61441 -3.28673  0.464
45 O 2.85061 -0.20815 -3.50654  -0.983
46 H -3.29587 1.91453 1.54737  0.470
47 H -3.47413 1.95164 0.12468  0.471
48 O -3.88811 2.29602 0.94086  -0.943

***

5.
Computed, not measured: 11 unconnected molecules or ions with the total composition C5H31NO10, with the ωB97M-V functional and the def2-TZVPD basis.

Summary:
Multiplicity   2
Total charge   +1
Lowest unoccupied orbital energy (alpha / beta)   -3.67 / -8.75 eV
Frontier orbital gap (alpha / beta)   10.4 / 5.3 eV

Each line ends with the natural charge from an NBO analysis.
CARTESIAN COORDINATES (ANGSTROEM)
1 C -1.90889 -0.51319 1.33364  -0.679
2 C -0.97189 0.26726 0.43137  -0.035
3 C -0.34587 -0.86974 -0.53146  -0.425
4 C -1.50485 -1.64510 -1.17394  -0.102
5 C -1.42580 -1.70244 -2.55140  -0.169
6 N -0.10886 1.22254 1.11624  -0.660
7 H -2.17395 0.09514 2.26253  0.263
8 H -2.84642 -0.59004 0.84751  0.262
9 H -1.45982 -1.42541 1.79765  0.212
10 H -1.51360 0.94942 -0.33867  0.276
11 H -0.05720 -1.54176 0.30298  0.244
12 H 0.42025 -0.47687 -1.11871  0.237
13 H -2.24060 -2.13936 -0.47910  0.255
14 H -2.24176 -2.28148 -2.95286  0.236
15 H -0.55750 -1.18001 -3.03579  0.237
16 H 0.50596 0.66622 1.78708  0.376
17 H 0.64883 1.51143 0.48421  0.396
18 H 3.30311 2.16570 -0.07809  0.483
19 H 3.40415 0.96724 -1.14397  0.513
20 O 3.05055 1.93403 -1.00701  -0.980
21 H 4.03131 -1.46929 -0.03239  0.517
22 H 2.47766 -1.05554 -0.11131  0.471
23 O 3.31610 -0.82651 -0.07845  -0.976
24 H -1.60142 2.77357 0.66175  0.488
25 H -1.37507 3.60330 -0.75163  0.518
26 O -2.09102 3.17019 -0.19449  -0.982
27 H 1.35063 2.37788 -1.51032  0.486
28 H 0.86285 2.76212 -2.87638  0.460
29 O 0.73940 2.89416 -2.04548  -0.961
30 H 4.03037 0.93092 1.33788  0.479
31 H 4.21129 -0.63303 1.67945  0.475
32 O 4.12843 0.20695 2.01329  -0.953
33 H 0.17567 -2.97356 1.19836  0.469
34 H -0.89188 -4.22644 0.77981  0.517
35 O -0.08185 -3.72711 0.66185  -0.972
36 H 2.30004 1.07778 2.62209  0.498
37 H 2.59811 2.58367 3.03623  0.484
38 O 2.19657 2.01611 2.54101  -0.980
39 H -4.02436 -0.93848 -1.86911  0.458
40 H -4.37955 0.67410 -1.90657  0.505
41 O -4.51089 -0.23845 -2.20328  -0.945
42 H -4.17344 2.07887 0.88977  0.469
43 H -3.49735 1.87407 -0.38888  0.478
44 O -4.32403 1.65378 0.09607  -0.951
45 H 2.08421 -3.41863 -0.63193  0.484
46 H 1.93425 -3.27482 0.94146  0.471
47 O 2.53813 -3.30919 0.18897  -0.948

***

6.
Computed, not measured: 12 unconnected molecules or ions with the total composition C5H31NO13, with the ωB97M-V functional and the def2-TZVPD basis.

Summary:
Lowest unoccupied orbital energy   -0.04 eV
Frontier orbital gap   8.7 eV

Each line ends with the natural charge from an NBO analysis.
CARTESIAN COORDINATES (ANGSTROEM)
1 C 0.55837 -0.71347 -0.31046  -0.439
2 N 1.18809 0.07280 0.74635  -0.662
3 C 0.34043 0.75985 1.74489  -0.198
4 C -0.54971 -0.34207 2.31639  0.479
5 O -1.64437 -0.11319 2.76027  -0.583
6 C 1.12142 1.45394 2.85291  -0.535
7 C 2.58977 1.00758 2.85702  0.456
8 O 3.54096 1.72901 2.94492  -0.511
9 H 0.61057 -0.23051 -1.29931  0.189
10 H 1.31869 -1.45807 -0.60291  0.185
11 H -0.40295 -1.17250 -0.11862  0.225
12 H 1.75571 0.79061 0.31603  0.381
13 H -0.30989 1.44482 1.17416  0.250
14 H -0.07378 -1.31965 2.10102  0.140
15 H 0.90518 2.52311 2.86504  0.251
16 H 0.91171 1.24457 3.91691  0.243
17 H 2.67792 -0.08469 2.80792  0.113
18 O 2.32139 1.68754 -3.30272  -0.990
19 H 3.20044 1.80897 -2.94228  0.497
20 H 1.66252 2.32634 -3.01702  0.491
21 O 1.69198 -2.56833 -3.65550  -0.939
22 H 0.81311 -2.25636 -3.91742  0.474
23 H 1.76798 -2.13125 -2.79382  0.462
24 O -3.24690 -1.42927 -0.94434  -0.924
25 H -2.88590 -1.95067 -1.67094  0.479
26 H -4.14682 -1.20616 -1.21331  0.476
27 O 0.05166 2.55768 -1.61859  -0.997
28 H -0.29612 1.94584 -2.27831  0.514
29 H -0.63095 3.09160 -1.20728  0.501
30 O -3.60364 -1.41298 1.72547  -0.944
31 H -4.56415 -1.37173 1.80751  0.460
32 H -3.32904 -0.50652 1.88475  0.486
33 O -2.29848 -3.74025 -0.12120  -0.944
34 H -2.80215 -3.26109 0.54999  0.494
35 H -2.94749 -3.94313 -0.79809  0.451
36 O 1.34082 -3.77764 1.39748  -0.932
37 H 1.86608 -2.96844 1.38506  0.465
38 H 1.92625 -4.40748 0.95978  0.469
39 O 2.61890 2.72274 -0.61272  -0.961
40 H 2.32963 3.64224 -0.56110  0.467
41 H 1.73592 2.34068 -0.78910  0.483
42 O -2.36543 0.58458 -2.52491  -1.013
43 H -1.87079 0.17380 -3.23876  0.484
44 H -2.59560 -0.02550 -1.79709  0.495
45 O -0.05449 -0.38558 -4.02686  -0.981
46 H -0.30138 -0.21924 -4.94474  0.481
47 H 0.91793 -0.39190 -4.05765  0.509
48 O -1.54952 2.80042 1.78925  -0.978
49 H -1.80669 2.06917 2.36658  0.499
50 H -2.23415 3.46398 1.67921  0.483

***

Result set for relative energy (zero: lowest compared OMol25 entry of this formula, charge and spin): 46.5; 108.6; 84.0; 0.0; 162.2; 115.2 kcal/mol, one per record in the order listed.